Record 1
Density functional theory data (wB97M-V/def2-TZVPD) for a cluster of 10 separate species, C38H95Cl6N5O12 in total.

SMILES ... COCCNCCOC.COCCNCCOC.COCCNCCOC.COCCNCCOC.COCCNCCOC.ClCCCl.ClCCCl.ClCCCl.CO.CO
ΔE to the lowest compared entry with this formula, charge and spin ... 46.5 kcal per mole
E_tot ... -5442.326972 Ha
E_LUMO ... 0.56 eV
Net charge ... 0

Geometry as XYZ:
```
156
Properties=species:S:1:pos:R:3:lowdin_charge:R:1
Cl 3.456 -0.675 -2.906 0.5373
Cl -5.982 3.149 -4.207 0.5140
Cl -2.543 6.231 -0.960 0.5701
Cl 4.779 2.332 -1.720 0.5569
Cl 0.387 6.830 -2.562 0.5542
Cl -4.760 0.454 -2.535 0.6114
O -2.564 -4.986 -4.224 -0.2187
O -3.835 6.486 5.068 -0.2065
O 6.233 3.457 3.646 -0.2062
O -2.416 3.320 1.055 -0.1808
O -1.589 -7.573 5.316 -0.2138
O 4.378 -1.313 2.828 -0.2299
O -0.037 -1.238 -6.551 -0.1888
O -2.030 -2.958 -2.460 -0.1273
O -0.144 2.510 -3.540 -0.2185
O -0.459 -6.766 0.590 -0.2021
O 2.089 2.890 2.715 -0.1898
O 1.044 -0.915 -0.241 -0.2191
N -2.800 -2.046 -5.264 -0.0355
N -1.480 3.935 3.654 -0.0322
N -0.849 1.534 -0.901 -0.0244
N 6.581 0.787 2.507 -0.0601
N 0.160 -6.175 3.352 -0.0381
C 7.081 2.002 1.900 -0.2296
C -2.194 -3.242 -5.866 -0.2037
C -5.180 6.945 4.853 -0.0988
C -0.007 4.006 3.437 -0.1953
C -5.760 0.394 -4.007 -0.6376
C 2.803 1.811 2.058 -0.0603
C -0.909 -0.428 -5.738 -0.2036
C 3.752 -2.476 3.338 -0.1138
C -6.779 1.536 -4.057 -0.6298
C -0.598 -6.611 5.676 -0.2184
C -1.328 2.972 -2.837 -0.1611
C 6.401 4.439 4.748 -0.0459
C -3.447 5.255 4.453 -0.2271
C -2.394 -0.767 -5.906 -0.1811
C -3.239 2.329 1.688 -0.1249
C 5.637 -1.542 2.193 -0.1961
C 0.037 -0.277 0.527 -0.1861
C -0.041 7.197 -0.869 -0.6573
C 2.577 0.833 -2.409 -0.6212
C -1.928 5.227 4.326 -0.1779
C -1.102 0.177 -0.394 -0.1736
C 0.251 -5.174 2.290 -0.1978
C -0.904 6.120 -0.279 -0.6702
C -0.111 -7.671 -0.491 -0.0831
C 1.309 -0.830 -6.511 -0.1058
C -1.828 1.783 -1.991 -0.2244
C 0.612 -5.942 0.983 -0.2372
C 7.409 2.982 3.027 -0.2509
C -1.285 -3.394 -1.345 -0.1577
C -3.270 -6.147 -3.871 -0.0920
C 6.201 -0.272 1.505 -0.1640
C 2.089 -1.477 0.486 -0.1215
C -2.922 -4.522 -5.516 -0.2136
C -2.957 -7.062 5.297 -0.0704
C 0.303 3.421 -4.483 -0.1387
C 0.681 2.915 2.591 -0.2329
C 3.290 2.175 -2.684 -0.6422
C -0.449 -5.587 4.561 -0.2256
H 1.658 -0.797 -5.479 0.0588
H -1.981 -3.681 -3.090 0.0282
H -0.380 -0.979 1.249 0.1205
H -3.957 2.886 2.290 0.0747
H 1.000 -4.400 2.452 0.0985
H 7.973 1.857 1.291 0.1222
H 6.930 5.301 4.342 0.0793
H -5.422 7.935 5.238 0.0792
H -0.909 -8.402 -0.617 0.0841
H -0.457 5.146 -0.473 0.0517
H -0.974 3.797 -2.219 0.0870
H -7.422 1.484 -3.179 0.0697
H -0.821 -6.149 6.638 0.1146
H 2.845 -1.866 -0.196 0.0774
H -1.936 3.773 2.768 0.0275
H 1.356 0.175 -6.933 0.0823
H 0.777 -8.237 -0.209 0.0822
H -3.866 5.243 3.447 0.1119
H 0.947 -5.351 0.130 0.1124
H -4.334 -6.057 -4.087 0.0928
H -3.038 -6.320 4.503 0.0743
H 0.195 -4.833 5.013 0.1137
H -2.139 3.380 -3.441 0.1246
H -3.166 -6.305 -2.797 0.0894
H -5.128 0.297 -4.890 0.0521
H -2.029 -0.004 0.150 0.1169
H 6.974 3.957 5.540 0.0790
H -1.180 -0.488 -1.254 0.1057
H -2.792 -6.991 -4.367 0.0915
H -2.620 -5.294 -6.224 0.1195
H 8.041 2.439 3.729 0.1193
H 0.063 1.519 -1.334 0.0868
H 5.436 4.735 5.161 0.0824
H -0.916 0.595 -6.114 0.1107
H 0.535 0.547 1.037 0.0894
H 2.618 2.978 -2.383 0.0632
H -1.672 6.170 3.844 0.1097
H 0.852 7.380 -0.272 0.0790
H 3.628 -3.212 2.544 0.0787
H 6.329 -1.895 2.958 0.1205
H -1.236 -4.477 -1.227 0.0623
H 5.502 0.169 0.795 0.0935
H 2.422 1.738 1.039 0.0720
H -3.104 -6.561 6.254 0.0800
H 0.434 3.098 1.545 0.1046
H 6.295 2.445 1.288 0.1001
H -1.701 -3.131 -0.373 0.0855
H -5.406 7.089 3.796 0.0797
H 3.464 2.363 -3.744 0.0708
H 1.107 2.901 -5.005 0.0800
H -3.659 -7.896 5.269 0.0869
H -2.008 0.900 -2.604 0.0741
H 0.238 4.950 2.951 0.0999
H 5.498 -2.284 1.408 0.1148
H 0.077 -7.198 -1.455 0.0799
H -6.246 -0.579 -3.943 0.0700
H -3.835 4.421 5.038 0.1232
H 0.480 4.013 4.412 0.1164
H 7.090 -0.521 0.926 0.1162
H -0.220 -3.216 -1.489 0.0807
H 1.456 -6.556 1.297 0.1136
H -5.844 6.238 5.351 0.0829
H 0.293 1.964 2.958 0.1185
H -0.382 3.626 -5.305 0.0937
H -3.988 -4.413 -5.718 0.1238
H -1.362 -5.024 4.368 0.1007
H -2.455 -2.009 -4.316 0.0643
H -0.523 8.172 -0.941 0.0609
H 2.411 0.785 -1.333 0.0359
H -3.050 0.038 -5.576 0.0924
H -1.501 5.257 5.328 0.1160
H 4.372 -2.886 4.135 0.0870
H -7.431 1.444 -4.925 0.0676
H -0.285 -7.050 3.115 0.1106
H -0.970 6.203 0.806 0.0687
H -2.289 -3.048 -6.934 0.1207
H 0.340 -7.154 5.796 0.1235
H -3.890 1.924 0.915 0.0782
H -0.684 -4.634 2.139 0.1070
H 2.786 -2.229 3.779 0.0895
H 3.883 1.934 2.140 0.0733
H -2.636 1.663 2.306 0.0857
H 1.696 -2.225 1.174 0.0776
H 0.751 4.300 -4.020 0.0567
H 5.774 1.062 3.048 0.0878
H -1.122 -3.344 -5.696 0.1196
H -1.901 2.937 0.341 0.0282
H -2.567 -0.801 -6.982 0.1171
H -2.868 2.007 -1.752 0.0590
H 2.032 -1.437 -7.056 0.0893
H 1.653 0.748 -2.982 0.0459
H 7.999 3.770 2.559 0.1146
H -0.648 -0.321 -4.685 0.1167
H 2.700 -0.766 1.042 0.0603
H 2.626 0.902 2.633 0.0794
```

Record 2
Density functional theory data (wB97M-V/def2-TZVPD) for a structure of composition C12H21N3O5V.

Spin multiplicity ... 4
ΔE to the lowest compared entry with this formula, charge and spin ... 5.6 kcal per mole
Expectation value of S² ... 3.756
E_tot ... -1954.393106 Ha
E_LUMO (alpha / beta) ... 0.38 / 0.36 eV
Net charge ... 0

Geometry as XYZ:
```
42
Properties=species:S:1:pos:R:3:lowdin_charge:R:1
V 0.096 -0.188 -0.211 0.8850
O -0.953 2.194 0.333 -0.0775
O 2.472 2.320 1.247 0.0671
O -2.323 -2.594 1.706 0.0851
O -1.032 -1.684 0.094 -0.1649
O 1.836 0.583 -0.041 -0.1614
N 0.069 -0.175 -2.312 -0.2671
N 0.035 -0.085 -4.880 -0.1603
N 0.055 -0.055 1.915 -0.2412
C 1.986 1.222 1.099 -0.6148
C -0.847 2.271 1.767 -0.2014
C 0.357 1.235 -4.338 -0.1451
C -1.006 0.886 2.340 -0.1448
C 0.376 1.205 -2.787 -0.1321
C 1.037 -1.051 -4.424 -0.1439
C -1.271 -0.574 -2.832 -0.1300
C -1.278 -0.492 -4.379 -0.1467
C -1.354 -1.978 1.342 -0.6058
C -0.317 -1.429 2.342 -0.0732
C 1.090 -1.099 -2.874 -0.1253
C 1.412 0.422 2.288 -0.0629
H 0.565 -2.064 2.270 0.1325
H 1.328 1.541 -4.729 0.1184
H 0.778 -2.027 -4.835 0.1173
H -1.025 0.964 3.433 0.1388
H -2.009 0.093 -2.386 0.1229
H -0.385 1.945 -4.706 0.1164
H -0.660 3.038 -0.027 0.1043
H 1.407 1.030 3.192 0.1313
H -2.015 0.231 -4.730 0.1168
H 0.879 -2.096 -2.489 0.1233
H -1.645 2.892 2.174 0.1274
H 2.005 -0.766 -4.836 0.1175
H -1.477 -1.576 -2.466 0.1146
H -1.532 -1.458 -4.815 0.1177
H 0.111 2.707 2.048 0.1146
H -0.376 1.873 -2.365 0.1112
H 2.056 -0.784 -2.485 0.1193
H -0.709 -1.463 3.358 0.1305
H 2.059 -0.440 2.440 0.1315
H 1.345 1.487 -2.381 0.1158
H -1.963 0.472 2.019 0.1391
```

Record 3
Density functional theory data (wB97M-V/def2-TZVPD) for an isolated molecule of C5H9NOS.

SMILES ... C/C=C\NC(=S)OC
ΔE to the lowest compared entry with this formula, charge and spin ... 84.5 kcal per mole
E_tot ... -723.985075 Ha
E_LUMO ... 0.62 eV
Net charge ... 0

Geometry as XYZ:
```
17
Properties=species:S:1:pos:R:3:lowdin_charge:R:1
S -1.897 -2.099 1.555 0.5675
O -1.349 -1.041 -0.842 -0.1486
N 0.561 -1.247 0.513 -0.0315
C 0.834 1.302 0.504 -0.2187
C -0.287 -0.979 -1.901 -0.0259
C 1.281 0.062 0.448 -0.1200
C -0.868 -1.385 0.351 -0.8525
C -0.384 1.964 0.809 -0.1282
H -0.002 0.089 -2.008 0.0790
H -1.048 2.204 -0.052 0.0875
H -0.767 -1.558 -2.767 0.1109
H 0.646 -1.779 1.331 0.0640
H -0.411 2.917 1.584 0.1442
H 1.755 1.998 0.430 0.1333
H 2.314 -0.112 0.094 0.1171
H -1.064 1.208 1.303 0.0793
H 0.686 -1.544 -1.353 0.1426
```